The following is a quantum chemistry calculation of a 2-piece molecular cluster, C2H2N2O overall, from the Open Molecules 2025 dataset.

Cartesian coordinates (Å):
C (0.2352, -0.4803, -1.9205)
C (-0.3286, -0.5358, -0.5721)
N (0.7283, -0.4324, -2.9476)
N (0.1479, 0.8411, 3.1420)
O (-0.2996, -1.5253, 0.0837)
H (-0.7490, 0.4214, -0.3862)
H (0.2658, 1.7112, 2.6006)

Computed properties:
Spin multiplicity = 1
HOMO level (alpha / beta) = -11.7 / -11.7 eV
LUMO level (alpha / beta) = -0.0551 / -0.0559 Eh
Frontier orbital gap (alpha / beta) = 10.2 / 10.1 eV


The following is a quantum chemistry calculation of C37H43N4PSV as an isolated structure, from the Open Molecules 2025 dataset.

Cartesian coordinates (Å):
V (0.3738, -1.0300, 0.0630)
C (1.3562, -5.3477, 0.3671)
C (0.4733, -5.8029, 1.3326)
C (-0.4760, -4.9321, 1.8368)
C (-0.5175, -3.6283, 1.3594)
N (0.3448, -3.1887, 0.4291)
C (1.2613, -4.0335, -0.0529)
C (-1.5119, -2.6291, 1.8186)
C (-2.6059, -2.9557, 2.6092)
C (-3.5266, -1.9727, 2.9259)
C (-3.3355, -0.6908, 2.4357)
C (-2.2190, -0.4382, 1.6613)
N (-1.3176, -1.3802, 1.3643)
H (2.1160, -5.9916, -0.0523)
H (0.5243, -6.8217, 1.6930)
H (-1.1667, -5.2628, 2.5980)
H (1.9380, -3.6084, -0.7851)
H (-2.7520, -3.9676, 2.9566)
H (-4.3889, -2.2098, 3.5348)
H (-4.0360, 0.1058, 2.6424)
H (-2.0197, 0.5412, 1.2494)
C (0.4628, 0.7133, -3.8519)
C (-0.4949, -0.4546, -3.6477)
C (0.1876, -1.7721, -4.0213)
P (-1.1421, -0.5402, -1.9078)
C (-2.6808, -1.5557, -2.2489)
C (-3.8856, -0.8479, -2.8617)
C (-3.1247, -2.3893, -1.0505)
C (-1.5528, 1.1727, -1.4757)
C (-2.4694, 1.9515, -2.1954)
C (-2.6974, 3.2886, -1.9393)
C (-3.6773, 4.0999, -2.7446)
C (-1.9509, 3.8660, -0.9056)
C (-1.0133, 3.1525, -0.2000)
C (-0.7481, 1.7803, -0.4677)
N (0.2156, 1.0877, 0.2026)
C (1.1838, 1.8676, 0.8992)
C (2.1879, 2.5577, 0.2004)
C (2.2276, 2.5942, -1.3023)
C (3.1818, 3.2261, 0.9082)
C (3.2194, 3.2506, 2.2944)
C (4.3413, 3.9259, 3.0356)
C (2.1902, 2.6142, 2.9719)
C (1.1766, 1.9413, 2.2997)
C (0.0613, 1.3233, 3.0938)
H (0.8450, 0.7020, -4.8758)
H (1.3137, 0.6323, -3.1744)
H (-0.0244, 1.6723, -3.6768)
H (-1.3733, -0.3098, -4.2883)
H (1.1195, -1.8852, -3.4649)
H (0.4272, -1.7817, -5.0870)
H (-0.4299, -2.6485, -3.8145)
H (-2.3033, -2.2602, -2.9973)
H (-4.3063, -0.1142, -2.1728)
H (-4.6626, -1.5848, -3.0813)
H (-3.6449, -0.3428, -3.7974)
H (-3.5212, -1.7619, -0.2493)
H (-2.2993, -2.9807, -0.6550)
H (-3.9193, -3.0768, -1.3523)
H (-3.0143, 1.4969, -3.0119)
H (-4.2909, 3.4574, -3.3773)
H (-3.1691, 4.8156, -3.3957)
H (-4.3491, 4.6703, -2.0997)
H (-2.1074, 4.9119, -0.6594)
H (-0.4399, 3.6470, 0.5741)
H (2.6383, 1.6626, -1.6941)
H (2.8561, 3.4189, -1.6408)
H (1.2364, 2.7223, -1.7345)
H (3.9543, 3.7448, 0.3482)
H (4.7798, 4.7291, 2.4426)
H (5.1396, 3.2161, 3.2682)
H (3.9953, 4.3497, 3.9792)
H (2.1679, 2.6434, 4.0575)
H (0.2278, 1.4620, 4.1628)
H (-0.0306, 0.2555, 2.8946)
H (-0.8975, 1.7818, 2.8389)
S (2.5764, -1.0569, -1.2567)
C (3.1375, -0.9072, 0.3766)
C (4.4698, -0.6523, 0.7377)
C (4.8079, -0.5926, 2.0692)
C (3.8273, -0.7907, 3.0426)
C (2.5368, -1.0066, 2.6182)
N (2.1910, -1.0542, 1.3281)
H (5.2023, -0.5049, -0.0433)
H (5.8324, -0.3935, 2.3593)
H (4.0566, -0.7554, 4.0979)
H (1.7318, -1.1397, 3.3322)

Computed properties:
Spin multiplicity = 4
HOMO level (alpha / beta) = -6.0 / -6.4 eV
LUMO level (alpha / beta) = -0.0165 / -0.0226 Eh
Frontier orbital gap (alpha / beta) = 5.5 / 5.8 eV


The following is a quantum chemistry calculation of a 2-piece molecular cluster, CH4IN2O overall, from the Open Molecules 2025 dataset.

Cartesian coordinates (Å):
I (2.8692, -0.6635, -2.9678)
C (-0.5387, -0.3450, 0.1461)
O (-0.9898, -1.3540, -0.3600)
N (0.7147, 0.1191, -0.0943)
N (-1.3019, 0.4151, 1.0108)
H (1.1765, 0.8323, 0.4365)
H (1.2546, -0.3815, -0.7984)
H (-2.1807, 0.0518, 1.3204)
H (-1.0041, 1.3257, 1.3066)

Computed properties:
Spin multiplicity = 1
Total charge = -1
HOMO level = -3.5 eV
LUMO level = 0.1230 Eh
Frontier orbital gap = 6.9 eV


Number 1: calculated total energy -7128.063 eV. Number 2: calculated total energy -90843.294 eV. Number 3: calculated total energy -14233.865 eV.